--- 1 ---
Entry from the OMol25 dataset: C4H3Cl2F in the gas phase (wB97M-V/def2-TZVPD).

Geometry as XYZ:
```
10
Properties=species:S:1:pos:R:3:mulliken_charge:R:1
C 0.4726 1.8479 0.4840 -0.735
C -0.0182 0.6005 0.5771 0.402
Cl -1.2674 0.0474 1.8145 -0.215
C 0.3622 -0.5454 -0.3947 -0.238
C -0.5062 -1.4997 -0.8268 0.251
F 0.1066 -2.1829 -1.8867 -0.230
Cl -1.9192 -2.2460 -0.1518 -0.090
H 1.1756 2.1060 -0.1510 0.438
H 0.0991 2.4573 1.4610 0.158
H 1.4949 -0.5852 -0.9256 0.257
```

Its multiplicity is 1. The lowest unoccupied orbital energy comes out at 0.23 eV. For the orbital gap, the calculation gives 0.3528 Eh. The HOMO energy is -9.37 eV. As for the SMILES: C=C(Cl)/C=C(/F)Cl.

--- 2 ---
Entry from the OMol25 dataset: C4H3Cl2F in the gas phase (wB97M-V/def2-TZVPD).

Geometry as XYZ:
```
10
Properties=species:S:1:pos:R:3:mulliken_charge:R:1
C 0.1247 -0.0566 -0.6012 -0.137
C -0.2869 -0.9434 -1.4304 -0.158
C 0.1538 0.0505 0.8888 -0.419
C -0.0652 -1.2433 1.7745 0.153
F -0.5447 -2.2326 -1.2235 -0.194
Cl 1.2848 -2.2545 2.0295 -0.135
Cl -1.4270 -2.2046 1.5411 -0.117
H -0.1233 -0.6750 -2.4200 0.343
H 1.0491 0.6524 1.2673 0.364
H -0.5636 0.8144 1.3139 0.300
```

Its multiplicity is 1. The lowest unoccupied orbital energy (spin up / spin down) comes out at -1.20 / -0.63 eV. For the orbital gap (spin up / spin down), the calculation gives 0.2728 / 0.3440 Eh. The HOMO energy (spin up / spin down) is -8.62 / -9.99 eV.

Energy ordering: 1 at the bottom, the next structure 2.226 eV above.

--- 1 ---
Entry from the OMol25 dataset: a molecular structure, C34H59BrNP3Ti (wB97M-V/def2-TZVPD).

Geometry as XYZ:
```
99
Properties=species:S:1:pos:R:3:mulliken_spin:R:1
C 0.0931 -0.5473 -6.8748 0.003
C 1.1865 -0.1032 -6.0546 -0.004
C 2.2454 0.4342 -6.7760 0.003
C 2.2564 0.4455 -8.1733 -0.002
N 1.2778 -0.0360 -8.9255 0.003
C 0.2107 -0.4995 -8.2767 -0.002
C 1.2908 -0.0793 -4.5935 0.005
C 1.9620 -0.1676 -3.5182 -0.090
C 1.7975 -0.8518 -2.2587 0.045
C 0.5449 -0.4147 -1.6965 0.037
C 0.0514 -1.2273 -0.7005 0.047
C 0.7831 -2.2378 0.0079 0.084
C 1.9784 -2.7115 -0.6573 -0.027
C 2.3788 -2.1073 -1.8381 0.066
Ti 1.7181 1.0985 -0.8895 1.957
P -0.6267 2.2315 1.2304 0.014
H 3.0811 0.8123 -6.2240 0.000
H -0.8095 -0.9348 -6.4348 0.000
H 3.1390 0.8328 -8.6901 0.000
H -0.5953 -0.8928 -8.9046 0.000
H 3.2905 -2.4872 -2.2881 0.005
H 0.0550 0.5523 -2.0448 -0.077
H 2.5773 -3.4655 -0.1248 0.001
H -1.0853 -1.2284 -0.5438 0.014
C -0.5426 2.5409 3.0797 0.003
C -0.1617 3.9003 3.6127 0.001
H 0.1285 1.7839 3.4815 -0.002
H -1.5397 2.2929 3.4396 0.000
H -0.2875 3.8734 4.7053 0.000
H 0.8965 4.1597 3.4495 0.000
H -0.8180 4.7102 3.2620 0.000
C 0.2914 3.6669 0.5769 -0.027
C 0.3611 3.6264 -0.9438 -0.068
H 1.2983 3.7854 1.0052 0.016
H -0.2779 4.5369 0.9257 -0.001
H 0.8731 4.5284 -1.2789 0.004
H 0.9243 2.7277 -1.3623 0.039
H -0.6511 3.6625 -1.3661 0.002
C -2.3370 2.9016 0.9198 -0.001
C -2.7019 4.2948 1.4541 0.002
H -3.0201 2.1561 1.3562 0.004
H -2.4477 2.8880 -0.1750 -0.001
H -3.7489 4.4920 1.1713 0.000
H -2.6858 4.3536 2.5493 0.000
H -2.0933 5.1068 1.0218 0.000
Br 0.8699 -1.8383 1.8418 0.007
P 3.7312 0.4167 1.2233 -0.125
C 2.4907 1.5342 1.8593 0.168
C 3.2046 2.6835 2.5693 0.006
H 1.8403 0.9675 2.5454 0.009
H 1.9956 2.1177 1.0364 -0.155
H 2.5826 3.5865 2.5425 -0.005
H 3.3601 2.4784 3.6342 -0.003
H 4.1718 2.9323 2.1049 0.007
C 3.9334 -1.2309 2.0926 0.001
C 5.3588 -1.7163 2.3552 0.000
H 3.4296 -1.9553 1.4490 -0.003
H 3.3808 -1.1327 3.0381 0.001
H 5.3236 -2.6201 2.9896 0.000
H 5.8688 -2.0098 1.4217 0.000
H 5.9337 -0.9536 2.8967 0.001
C 3.9251 0.2339 -0.5598 -0.067
C 5.2498 0.8584 -1.1091 0.013
H 3.3014 0.8781 -1.3837 0.041
H 3.9794 -0.8595 -0.7383 0.013
H 5.2468 0.6153 -2.1795 -0.004
H 5.1974 1.9460 -1.0119 -0.002
H 6.1147 0.4385 -0.6020 0.000
C -3.3323 0.1203 3.0462 0.000
C -3.2819 -1.3637 2.6935 -0.001
C -4.6780 -1.9432 2.6543 0.000
P -2.3734 -1.8047 1.1442 0.010
C -1.7417 -3.5168 1.3119 -0.002
C -2.6680 -4.4521 2.0820 0.001
C -1.1191 -4.0748 0.0299 0.033
C -3.4458 -1.6743 -0.3882 -0.002
C -4.3176 -2.8993 -0.5221 0.000
C -4.1875 -0.3329 -0.4233 0.001
H -2.3441 0.5570 3.1962 -0.001
H -3.8630 0.7148 2.3005 0.000
H -3.8692 0.2286 3.9955 0.000
H -2.6684 -1.8737 3.4494 0.000
H -5.3162 -1.3620 1.9832 0.000
H -4.7007 -2.9972 2.3519 0.000
H -5.1012 -1.8601 3.6640 0.000
H -0.8826 -3.3398 1.9953 0.001
H -3.5819 -4.7255 1.5098 0.000
H -2.0654 -5.3639 2.2802 0.000
H -2.9550 -3.9963 3.0463 0.000
H -0.1069 -3.6150 -0.0624 0.005
H -0.9620 -5.1530 0.2005 -0.002
H -1.6849 -3.8662 -0.9034 0.000
H -2.7102 -1.6534 -1.2116 -0.001
H -5.0827 -2.9111 0.2659 0.000
H -4.8314 -2.8227 -1.4874 0.000
H -3.7437 -3.8326 -0.4667 0.000
H -3.5143 0.5294 -0.3375 0.000
H -4.6718 -0.2442 -1.4050 0.000
H -4.9500 -0.2453 0.3566 0.000
```

Its multiplicity is 3. The lowest unoccupied orbital energy (spin up / spin down) comes out at -6.89 / -6.90 eV. Its net charge is +2. The expectation value of S² is 2.042. For the orbital gap (spin up / spin down), the calculation gives 0.1786 / 0.1784 Eh. The HOMO energy (spin up / spin down) is -11.75 / -11.75 eV.

--- 2 ---
Entry from the OMol25 dataset: a molecular structure, C34H59BrNP3Ti (wB97M-V/def2-TZVPD).

Geometry as XYZ:
```
99
Properties=species:S:1:pos:R:3:mulliken_spin:R:1
C -0.5350 4.1016 -3.6454 0.005
C -0.8107 2.9323 -4.3724 -0.033
C -1.0660 3.0303 -5.7454 0.005
C -0.8480 4.2706 -6.3590 -0.001
N -0.5033 5.3735 -5.6893 0.006
C -0.3402 5.2926 -4.3663 -0.002
C -0.7944 1.6413 -3.7134 0.056
C -0.9065 1.1977 -2.4070 -0.122
C -1.5120 1.3435 -1.1400 -0.061
C -0.6939 0.9950 -0.0369 0.085
C -1.2241 0.0958 0.8677 0.185
C -2.6192 -0.1081 0.8879 0.125
C -3.4660 0.6521 0.0642 -0.013
C -2.9113 1.3592 -0.9972 0.028
Ti -0.2769 -0.1624 -3.5485 1.049
P 2.4458 -1.2712 -0.1004 0.004
H -1.3875 2.1559 -6.3132 0.000
H -0.4365 4.0870 -2.5556 0.001
H -0.9878 4.3550 -7.4361 0.000
H -0.0745 6.2044 -3.8227 0.000
H -3.5114 1.8631 -1.7443 -0.001
H 0.3607 1.2472 -0.0154 -0.047
H -4.5426 0.6562 0.2361 0.001
H -0.6059 -0.4288 1.5972 -0.177
C 2.5315 -2.9524 0.6615 -0.001
C 3.3697 -4.0597 0.0346 0.000
H 1.4845 -3.2888 0.7213 0.000
H 2.8641 -2.7788 1.6962 0.001
H 3.4150 -4.8997 0.7407 0.000
H 2.9290 -4.4519 -0.8887 0.000
H 4.3982 -3.7513 -0.1767 0.000
C 2.8880 -1.4456 -1.9000 -0.012
C 2.0219 -0.5170 -2.7926 0.043
H 2.7529 -2.4907 -2.1933 -0.002
H 3.9499 -1.1941 -1.9951 0.002
H 1.9244 -0.9529 -3.8134 -0.016
H 1.0422 -0.4142 -2.2046 0.004
H 2.4993 0.4665 -2.9040 0.009
C 3.9516 -0.4667 0.5886 -0.006
C 5.2702 -1.2318 0.5380 0.001
H 3.7030 -0.2174 1.6325 0.000
H 4.0531 0.4854 0.0464 0.000
H 6.0661 -0.5764 0.9127 0.000
H 5.2583 -2.1268 1.1694 0.000
H 5.5533 -1.5294 -0.4783 0.000
Br -3.3161 -1.2793 2.1497 0.003
P -1.6108 -1.7332 -2.5806 -0.033
C -0.3448 -2.9383 -1.8977 0.054
C -0.4669 -4.4164 -2.2786 0.006
H -0.4044 -2.8628 -0.7975 0.010
H 0.6702 -2.5829 -2.1485 -0.024
H 0.5402 -4.8579 -2.3889 -0.001
H -0.9782 -4.9816 -1.4808 0.000
H -0.9998 -4.5666 -3.2283 -0.001
C -3.1399 -2.1371 -1.7064 0.006
C -3.8978 -3.3670 -2.2105 -0.002
H -3.8019 -1.2629 -1.7289 0.000
H -2.8629 -2.2690 -0.6554 0.000
H -4.3820 -3.8405 -1.3501 0.000
H -4.7106 -3.1178 -2.9064 0.000
H -3.2429 -4.1151 -2.6719 0.000
C -2.2980 -1.5362 -4.3383 -0.023
C -2.7969 -2.7048 -5.2079 0.002
H -1.5088 -0.9691 -4.9467 0.044
H -3.1826 -0.8873 -4.2328 -0.004
H -3.2165 -2.2567 -6.1223 0.000
H -1.9687 -3.3652 -5.4751 0.001
H -3.6205 -3.2671 -4.7602 0.001
C 1.9766 -0.7114 4.1942 0.026
C 0.9025 0.1747 4.8526 0.092
C 1.5347 1.0350 5.9543 0.039
P -0.0890 1.0639 3.5591 0.427
C -1.7718 1.4127 4.2464 0.074
C -1.7882 1.6798 5.7482 0.046
C -2.5639 2.4489 3.4250 -0.002
C 0.6859 2.6781 3.1534 0.083
C 0.5439 3.7664 4.2280 0.045
C 2.1578 2.5095 2.7267 -0.004
H 1.5650 -1.3106 3.3707 -0.019
H 2.8108 -0.1083 3.8036 -0.002
H 2.3893 -1.4032 4.9448 0.002
H 0.1579 -0.4926 5.3267 0.009
H 2.3387 1.6789 5.5665 0.001
H 0.8022 1.6497 6.4936 -0.003
H 1.9893 0.3549 6.6940 0.007
H -2.2734 0.4446 4.0495 0.007
H -1.2877 2.6202 6.0129 -0.003
H -2.8346 1.7475 6.0669 0.005
H -1.3268 0.8489 6.2898 -0.002
H -2.6563 2.1481 2.3806 0.005
H -3.5837 2.5144 3.8323 0.000
H -2.1136 3.4497 3.4433 0.000
H 0.1149 2.9950 2.2581 0.001
H 0.9915 3.4506 5.1839 -0.002
H 1.0911 4.6557 3.8734 0.004
H -0.5005 4.0587 4.3978 0.001
H 2.2754 1.7583 1.9291 0.007
H 2.5211 3.4770 2.3423 0.001
H 2.8021 2.2292 3.5766 0.003
```

Its multiplicity is 3. The lowest unoccupied orbital energy (spin up / spin down) comes out at -5.26 / -7.92 eV. Its net charge is +2. The expectation value of S² is 2.008. For the orbital gap (spin up / spin down), the calculation gives 0.2585 / 0.1782 Eh. The HOMO energy (spin up / spin down) is -12.29 / -12.77 eV.

Energy ordering: 2 at the bottom, the next structure 6.313 eV above.